The following is a quantum chemistry calculation of a 2-piece molecular cluster, C16H35INO8P2S overall, from OMol25.

Geometry as XYZ:
```
64
Properties=species:S:1:pos:R:3:forces:R:3
I -1.071785 1.025994 6.966749 0.09 0.04 0.07
S 0.566774 1.959017 0.334629 0.00 0.09 -0.20
P 2.568235 -0.887454 1.711926 0.37 -0.58 -0.11
P 2.269347 0.928366 0.299165 -0.70 0.45 0.36
O 4.012300 0.917846 4.786552 -0.13 0.48 -0.29
O -1.190798 -0.592032 4.497769 1.61 0.94 1.70
O 4.218852 -5.646052 -0.345854 -0.34 -0.37 0.14
O 1.318482 -0.342892 2.782861 0.11 0.32 -0.07
O -4.753955 2.919855 -4.085863 -0.01 -0.08 -0.07
O 3.695584 0.056571 2.697001 0.05 0.25 -0.19
O -3.386872 1.019763 -2.071562 0.03 0.08 0.00
O -3.617991 0.535204 -5.713188 -0.13 0.02 0.04
N 2.892111 3.717362 3.985136 0.03 0.17 -0.21
C 2.307856 2.786420 3.355812 0.08 0.24 0.37
C -3.486863 2.716948 -4.692210 0.03 0.14 0.02
C 3.255182 0.044741 3.987310 0.08 -0.31 0.17
C -4.623820 1.685989 -1.969716 0.13 -0.20 -0.02
C 3.022783 -3.475067 -0.296196 -0.23 -0.01 -0.04
C 1.327855 1.817129 3.951998 0.39 -0.05 -0.14
C -3.550395 1.924269 -5.978076 0.09 -0.13 0.05
C 3.179116 -4.865942 -0.920764 0.10 0.53 -0.02
C 1.743206 0.340649 3.932752 -0.32 -0.69 -0.02
C -2.654292 1.080719 -0.856323 -0.10 -0.09 -0.08
C 1.280563 -1.843174 0.715030 0.26 -0.01 0.51
C -3.896529 -0.205560 -6.873338 0.04 -0.02 0.06
C -5.260908 1.825356 -3.333644 -0.12 0.10 0.05
C 1.118782 -0.384602 5.155327 -0.11 0.57 0.15
C -0.362755 -0.159109 5.259760 -1.70 -1.17 -1.92
C 1.655052 -3.276339 0.352586 0.12 0.03 -0.37
H 3.355612 -0.970910 4.408058 0.05 -0.12 0.04
H 3.806101 -3.313552 0.435751 0.21 -0.06 0.11
H 0.968388 -1.285990 -0.164428 0.09 0.07 -0.28
H -2.405098 2.114851 -0.603516 0.00 0.00 0.05
H -3.901895 -1.258600 -6.599496 0.01 -0.01 0.01
H 3.360367 -4.747962 -1.988836 -0.03 -0.15 -0.23
H 2.918182 -2.032499 2.524233 -0.25 -0.07 -0.05
H 5.042402 -5.283253 -0.657117 0.44 0.17 -0.02
H -2.648023 2.129467 -6.572719 -0.04 0.06 -0.04
H -3.130386 -0.043243 -7.642214 -0.04 0.00 -0.04
H 2.474739 0.398535 -0.994975 0.29 -0.03 0.02
H 3.356838 1.822318 0.424785 0.18 -0.19 -0.18
H -4.481276 2.683929 -1.534928 -0.08 0.02 0.03
H -6.321480 2.044915 -3.191324 0.00 0.02 -0.02
H -4.431842 2.237947 -6.553167 0.02 0.05 -0.03
H 1.143249 2.100112 4.984793 0.01 0.25 0.18
H -2.780786 2.266594 -3.991786 -0.01 -0.10 -0.04
H 3.152773 -2.714389 -1.063588 0.07 0.16 -0.12
H -3.126219 3.717287 -4.940373 0.00 0.01 0.01
H -1.729070 0.531418 -0.989178 0.04 0.00 -0.02
H -3.226498 0.629761 -0.036190 0.02 0.04 0.01
H -4.879176 0.058645 -7.284581 0.03 0.01 -0.06
H 3.684807 -1.150780 0.837344 -0.18 0.08 -0.09
H 2.253636 -5.417613 -0.805633 -0.09 -0.30 0.10
H 0.914186 -3.634778 -0.365253 -0.20 -0.10 -0.03
H -5.294185 1.108571 -1.314090 -0.04 0.09 0.03
H -5.179217 0.891488 -3.893717 0.09 -0.04 0.04
H 1.576794 -3.937615 1.212707 0.02 -0.04 0.26
H 2.634847 3.697715 4.970945 -0.05 -0.06 0.12
H 1.251163 -1.451734 5.026431 0.06 -0.26 -0.09
H 0.401254 -1.885046 1.348819 -0.20 0.11 0.10
H 4.133154 0.505077 5.635275 0.15 -0.21 0.38
H 2.504906 2.712663 2.296710 -0.02 -0.06 -0.18
H 0.399111 1.898465 3.392728 -0.22 -0.09 -0.10
H 1.627526 -0.045771 6.052906 -0.06 0.00 0.20
```
Positions in Å, forces in eV/Å.

Computed properties:
DFT total energy ... -2665.875240 a.u.
Total charge ... -1
Kohn-Sham gap ... 6.51 eV